Model a:
13
Properties=species:S:1:pos:R:3:mulliken_charge:R:1 method="wB97M-V/def2-TZVPD" lumo_ha=0.029 total_charge=0 gap_ev=10.796 smiles=CN.O.O
C 0.11217 -1.53004 1.09055 -0.83
N 0.47321 -1.42162 -0.32700 -0.57
H -0.96285 -1.40226 1.21726 0.31
H 0.39236 -2.47458 1.55756 0.31
H 0.53510 -0.68651 1.63724 0.31
H 1.45081 -1.61225 -0.48122 0.24
H -0.18730 -1.91965 -0.90672 0.28
O -0.24899 0.69266 -1.55272 -0.83
H 0.11417 -0.12797 -0.94753 0.49
H 0.54923 0.97228 -2.01328 0.29
O -0.42624 1.99071 0.97722 -0.68
H -0.53201 1.54599 0.11593 0.40
H 0.13326 2.75319 0.82682 0.28

---

Model b:
13
Properties=species:S:1:pos:R:3:mulliken_charge:R:1 method="wB97M-V/def2-TZVPD" lumo_ha=0.028 total_charge=0 gap_ev=10.227 smiles=CN.O.O
C 0.41198 -0.40718 -1.31410 -0.72
N -0.03935 -0.27736 0.10341 -0.50
H -0.42113 -0.76697 -2.07219 0.23
H 1.37880 -0.94639 -1.39047 0.28
H 0.31487 0.55041 -1.85798 0.27
H -0.17607 -1.15844 0.61533 0.27
H 0.59666 0.25497 0.70365 0.21
O -3.07695 -1.12661 0.44127 -0.67
H -2.37722 -0.51842 0.53802 0.34
H -2.95307 -1.82977 -0.22753 0.31
O 2.08532 1.81738 1.64686 -0.63
H 1.46948 2.51094 1.70006 0.32
H 2.78667 1.89743 1.11369 0.29

---

Model c:
13
Properties=species:S:1:pos:R:3:mulliken_charge:R:1 method="wB97M-V/def2-TZVPD" lumo_ha=-0.089 total_charge=0 gap_ev=5.798
C 0.14023 -0.90754 0.59483 -0.19
N -0.25106 -0.40612 1.83160 -0.30
H 0.83576 -0.10644 0.01083 -0.42
H -0.54409 -1.10945 -0.22293 0.35
H 0.85738 -1.74408 0.80741 0.34
H 1.46492 0.42170 0.07326 0.64
H -0.53335 -0.88724 2.66226 0.20
H -0.17529 0.59928 1.86415 0.24
H -1.23125 2.01062 -1.15423 0.22
O -0.80645 1.43158 -0.51743 -0.76
H -0.07201 0.00431 -2.85261 0.20
H -0.04048 0.74301 -1.10027 0.35
O 0.35570 -0.04963 -1.99687 -0.86

---

Stability summary: most stable model a, least stable model c.

---

Model a:
131
Properties=species:S:1:pos:R:3:mulliken_charge:R:1 method="wB97M-V/def2-TZVPD" lumo_ha=-0.003 total_charge=0 gap_ev=9.466 smiles="C[C@H]1COC(=O)O1.C[C@H]1COC(=O)O1.O=S1(=O)CCCC1.O=S1(=O)CCCC1.O=S1(=O)CCCC1.O=S1(=O)CCCC1.O=S1(=O)CCCC1.O=S1(=O)CCCC1.O=S1(=O)CCCC1"
C -0.49703 0.80968 -4.69380 -0.97
C -0.09767 -0.46251 -5.39050 0.54
C -1.01513 -1.70469 -5.46590 0.21
O -0.91122 -2.07031 -6.84846 -0.37
C 0.02531 -1.31572 -7.48062 0.58
O 0.55537 -1.61182 -8.49060 -0.52
O 0.22914 -0.17673 -6.77515 -0.41
H -1.44856 1.20704 -5.05274 0.19
H 0.26760 1.55554 -4.92977 0.46
H -0.48713 0.80553 -3.60539 0.01
H 0.88862 -0.73279 -4.98746 0.16
H -2.05065 -1.49390 -5.20622 0.13
H -0.59218 -2.46221 -4.80804 0.12
C -0.03703 1.57997 1.15286 -1.56
C 0.18039 0.09994 1.03785 1.34
C -0.03224 -0.46253 -0.38977 1.31
O 1.23304 -1.04054 -0.72859 -0.36
C 2.11115 -0.88004 0.29256 0.49
O 3.25571 -1.19228 0.23148 -0.63
O 1.55265 -0.21181 1.30548 -0.38
H -1.09901 1.80854 1.25123 0.21
H 0.33489 2.05289 0.24234 0.44
H 0.41166 2.04352 2.03318 0.44
H -0.50129 -0.46268 1.67352 -0.26
H -0.26178 0.35167 -1.06694 -0.28
H -0.82148 -1.20527 -0.37829 -0.77
O 7.74696 1.07885 -0.17540 -0.72
S 7.04128 1.48407 1.01465 1.31
O 7.46251 0.93475 2.27907 -0.69
C 6.97525 3.28911 1.15209 -0.86
C 5.50381 3.70169 1.24352 -0.52
C 4.65478 2.45648 1.60995 -0.29
C 5.27703 1.27907 0.87071 -0.64
H 7.43203 3.66878 0.23943 0.35
H 7.58818 3.60667 1.99157 0.40
H 5.31902 4.40883 2.04439 0.31
H 5.14839 3.98928 0.25801 0.30
H 3.61590 2.54129 1.29058 0.05
H 4.58633 2.18227 2.66507 0.32
H 4.99100 1.34509 -0.18409 0.41
H 5.07339 0.24887 1.15652 0.40
O 2.95307 5.46670 1.93221 -0.63
S 1.69892 5.26377 2.61394 1.17
O 1.52285 4.27103 3.63746 -0.70
C 1.17318 6.82512 3.26304 -0.83
C 0.70181 7.66108 2.08634 -0.55
C -0.04224 6.69122 1.10139 -0.78
C 0.25775 5.22313 1.47462 -0.42
H 1.99956 7.27908 3.81321 0.46
H 0.37777 6.65188 3.99001 0.34
H 0.03317 8.45047 2.40777 0.34
H 1.60862 7.95035 1.55916 0.27
H 0.41723 6.85655 0.12728 0.29
H -1.10956 6.87826 1.04217 0.38
H 0.44925 4.58822 0.62097 0.37
H -0.54028 4.94542 2.16075 0.29
O 9.47939 -3.31849 2.55655 -0.64
S 8.65265 -3.95222 1.56911 1.09
O 8.65081 -5.38452 1.37543 -0.66
C 6.92518 -3.43274 1.69904 -0.96
C 6.60455 -2.37351 0.64122 0.49
C 7.56122 -2.63545 -0.54058 -0.78
C 8.91196 -3.09631 -0.01863 -0.81
H 6.70462 -3.33066 2.76106 0.47
H 6.35583 -4.31965 1.40355 0.35
H 5.57904 -2.57878 0.34888 0.28
H 6.75580 -1.38167 1.05199 -0.39
H 7.76816 -1.67173 -1.01071 0.27
H 7.16920 -3.30178 -1.30637 0.38
H 9.46068 -2.23390 0.36916 0.34
H 9.56249 -3.67658 -0.66389 0.47
O -2.78874 -4.29300 2.27427 -0.73
S -1.42268 -4.04355 1.87982 1.14
O -0.80660 -2.74167 1.96272 -0.63
C -0.26484 -5.14101 2.73405 -0.84
C 0.05180 -6.19034 1.68405 -0.65
C 0.20919 -5.39803 0.37394 -0.65
C -1.19325 -4.79822 0.27458 -0.52
H -0.78962 -5.59434 3.57487 0.39
H 0.53234 -4.49799 3.09390 0.37
H 0.93140 -6.77876 1.95264 0.38
H -0.74215 -6.93423 1.61180 0.31
H 0.49528 -6.05527 -0.44482 0.40
H 0.97840 -4.62851 0.45136 0.25
H -1.86729 -5.62137 0.03371 0.39
H -1.40724 -4.09380 -0.53460 0.20
O -5.76752 -0.49489 -2.56194 -0.74
S -4.64871 -1.39280 -2.65788 1.02
O -3.59958 -1.21448 -3.63607 -0.59
C -3.92647 -1.70655 -1.00640 0.36
C -4.47093 -3.06546 -0.60957 0.04
C -4.45522 -3.87756 -1.88402 -0.65
C -5.26572 -3.07623 -2.90721 -1.01
H -4.16027 -0.76114 -0.51429 -0.16
H -2.87589 -1.60918 -1.28425 -0.12
H -3.90942 -3.46479 0.24678 -0.24
H -5.42775 -2.87591 -0.11137 0.37
H -4.85336 -4.88641 -1.76875 0.51
H -3.45219 -4.00774 -2.30802 0.22
H -6.28625 -3.12430 -2.52208 0.37
H -5.20500 -3.40634 -3.93702 0.49
O -2.29556 3.59712 -1.87306 -0.80
S -3.25858 2.53846 -2.04268 1.04
O -2.86376 1.19087 -1.66183 -0.13
C -4.74097 2.81792 -1.07575 -0.28
C -5.75919 3.36926 -2.08440 -0.84
C -5.46466 2.80981 -3.48191 -0.67
C -3.97985 2.53907 -3.68911 -0.47
H -4.49558 3.47964 -0.24809 0.53
H -5.12369 1.89112 -0.65334 -0.04
H -6.77849 3.21255 -1.74755 0.41
H -5.55226 4.44642 -2.12754 0.31
H -6.00810 3.33133 -4.26842 0.46
H -5.95269 1.82828 -3.55855 0.15
H -3.48513 3.38761 -4.16728 0.52
H -3.68566 1.60083 -4.14892 0.03
O -3.52827 1.78541 2.35715 -0.75
S -4.42295 0.66241 2.43142 1.32
O -5.33477 0.36393 1.34572 -0.73
C -3.61005 -0.86796 2.87308 0.41
C -4.58127 -1.60281 3.78510 -0.72
C -5.86618 -0.78250 4.00994 -0.71
C -5.42138 0.68170 3.90264 -0.81
H -2.66012 -0.49050 3.26836 0.42
H -3.25158 -1.36649 1.97136 -0.56
H -4.56353 -2.66302 3.52631 0.34
H -4.13384 -1.68932 4.78699 0.30
H -6.38489 -1.04850 4.92538 0.47
H -6.57675 -0.94986 3.19543 0.24
H -4.85248 0.95073 4.79349 0.31
H -6.23121 1.39253 3.75138 0.44

---

Model b:
131
Properties=species:S:1:pos:R:3:mulliken_charge:R:1 method="wB97M-V/def2-TZVPD" lumo_ha=0.003 total_charge=0 gap_ev=9.685 smiles="C[C@H]1COC(=O)O1.C[C@H]1COC(=O)O1.O=S1(=O)CCCC1.O=S1(=O)CCCC1.O=S1(=O)CCCC1.O=S1(=O)CCCC1.O=S1(=O)CCCC1.O=S1(=O)CCCC1.O=S1(=O)CCCC1"
C 1.00953 10.24524 8.47597 -1.43
C -0.40813 9.84194 8.19488 0.32
C -1.25347 9.67511 9.47292 -0.49
O -2.18558 10.76326 9.37595 -0.24
C -2.10623 11.35884 8.16602 0.47
O -2.84493 12.22546 7.81235 -0.36
O -1.14348 10.79564 7.41584 -0.38
H 1.59753 10.27733 7.55887 0.36
H 1.44181 9.49026 9.13350 0.40
H 1.07288 11.22447 8.95073 0.34
H -0.46268 8.90706 7.63769 0.31
H -0.70343 9.80416 10.40162 0.34
H -1.79299 8.72950 9.48014 0.27
C -6.65530 13.78489 9.08660 -0.60
C -6.60348 12.32274 8.91811 0.31
C -7.62974 11.52547 9.68102 0.27
O -8.12192 10.54330 8.76329 -0.41
C -7.94746 11.05765 7.50583 0.39
O -8.47138 10.64467 6.51952 -0.54
O -7.09634 12.08878 7.54429 0.17
H -7.52701 14.35959 8.77567 -0.21
H -5.74997 14.22874 8.67638 0.58
H -6.67435 14.04349 10.15435 -0.18
H -5.60969 11.88745 8.81501 0.18
H -8.45394 12.12276 10.07412 -0.18
H -7.19475 11.06666 10.57180 0.17
O -1.70798 12.38236 13.18437 -0.66
S -3.07084 12.84040 13.33151 1.16
O -3.94038 12.31288 14.33297 -0.69
C -3.05685 14.64528 13.43488 -0.76
C -3.05921 15.08317 11.98551 -0.82
C -4.08540 14.19265 11.26043 0.59
C -3.87934 12.76299 11.73266 0.49
H -2.18088 14.89624 14.02839 0.55
H -3.98326 14.89596 13.95474 0.26
H -3.20865 16.13555 11.76317 0.25
H -2.07811 14.78378 11.59317 0.37
H -3.87292 14.24238 10.19028 0.09
H -5.09347 14.56925 11.40490 -0.36
H -3.32911 12.14013 11.03258 -0.25
H -4.84071 12.26175 11.87148 -0.09
O -9.82196 17.61474 6.64515 -0.74
S -9.42637 16.63404 5.65318 1.34
O -10.40962 16.02792 4.79061 -0.65
C -8.05898 17.34815 4.68372 -0.94
C -6.87108 16.41032 4.90728 -0.49
C -7.29337 15.08233 5.54139 0.71
C -8.49852 15.31543 6.46845 -0.10
H -8.05176 18.32680 5.15453 0.41
H -8.46782 17.36348 3.67498 0.43
H -6.31501 16.24740 3.98595 0.53
H -6.19793 16.95864 5.57217 -0.14
H -6.46543 14.66736 6.10729 -0.32
H -7.71889 14.43261 4.77643 0.09
H -8.16190 15.76557 7.40329 0.02
H -9.22304 14.51322 6.56376 -0.10
O -3.69473 13.15515 3.18806 -0.71
S -4.94688 12.53116 3.52098 1.02
O -6.19664 13.20844 3.26520 -0.49
C -4.95170 10.84047 2.89120 -0.71
C -4.24109 10.06281 3.97949 -0.86
C -4.56423 10.66793 5.36916 -0.06
C -4.99965 12.12310 5.28497 0.74
H -4.38370 10.93834 1.96752 0.49
H -5.99384 10.58737 2.70812 0.27
H -4.44452 8.99342 3.94696 0.45
H -3.16127 10.13973 3.82833 0.34
H -3.73039 10.44507 6.03326 -0.57
H -5.38594 10.09642 5.81549 0.32
H -4.38732 12.85520 5.80372 0.58
H -6.05749 12.24816 5.48301 -0.73
O -5.51712 16.66372 7.63211 -0.69
S -5.58729 17.59142 8.73490 1.38
O -5.95402 17.14941 10.05569 -0.74
C -4.05310 18.52986 8.83122 -0.74
C -4.38029 19.96961 8.50093 -0.69
C -5.89397 20.20044 8.67544 -0.78
C -6.64110 18.95847 8.23754 -0.61
H -3.44763 17.97225 8.11499 0.52
H -3.59415 18.38506 9.80698 0.21
H -3.84267 20.69036 9.11340 0.38
H -4.08693 20.18782 7.47166 0.26
H -6.18716 21.10012 8.13726 0.38
H -6.13376 20.39040 9.72699 0.34
H -6.56167 18.95694 7.14518 0.04
H -7.66968 18.80415 8.54212 0.64
O -11.01708 13.31998 0.07727 -0.71
S -10.84398 12.38057 1.15664 1.15
O -11.05210 10.97107 0.93336 -0.66
C -9.25259 12.59990 1.98398 -0.90
C -9.54508 11.97413 3.32650 0.27
C -10.93882 12.36939 3.80152 -0.10
C -11.71004 12.94598 2.60569 -0.87
H -9.17044 13.68909 2.01041 0.25
H -8.47479 12.16643 1.36418 0.50
H -9.51878 10.88981 3.14340 0.42
H -8.72671 12.02366 4.04819 -0.38
H -10.89884 13.18746 4.52772 -0.07
H -11.42586 11.54440 4.31556 0.34
H -11.64282 14.03233 2.60586 0.30
H -12.76475 12.67795 2.61578 0.48
O -15.06332 13.15898 9.59522 -0.66
S -13.91247 12.39966 10.03265 1.14
O -14.04252 11.21143 10.82518 -0.66
C -12.75607 12.11718 8.67641 -0.81
C -11.49674 12.91924 8.96764 0.42
C -11.95154 14.15094 9.74222 -0.75
C -12.84795 13.60961 10.83469 -0.74
H -13.26395 12.51772 7.79538 0.36
H -12.66838 11.04197 8.53814 0.45
H -10.81429 12.35983 9.61976 -0.15
H -10.90578 13.08671 8.06735 -0.18
H -12.50640 14.82808 9.08208 0.34
H -11.16748 14.76972 10.17876 0.42
H -13.36589 14.27361 11.51692 0.50
H -12.19984 12.95991 11.44197 0.25
O -8.58319 13.22326 12.30645 -0.65
S -7.72749 13.60918 13.39580 1.29
O -6.59981 14.49309 13.18842 -0.67
C -8.77676 14.27524 14.71172 -0.93
C -8.56353 13.36431 15.92496 -0.49
C -8.15517 11.99506 15.39006 -0.92
C -7.12964 12.18636 14.30380 -0.51
H -9.79934 14.18841 14.34028 0.29
H -8.58189 15.33452 14.84819 0.42
H -7.79604 13.82943 16.54599 0.27
H -9.44073 13.20647 16.55101 0.36
H -9.00565 11.35835 15.13078 0.34
H -7.76205 11.38478 16.21336 0.37
H -6.93239 11.29927 13.70141 0.48
H -6.13717 12.42393 14.69165 0.33

---

Stability summary: most stable model b, least stable model a.